# 1
This record from the Open Molecules 2025 dataset describes 12 unconnected molecules or ions with the total composition C56H145N9O19 at a distorted geometry. The level of theory is ωB97M-V/def2-TZVPD.

Output
HOMO	-0.3094	Eh
LUMO	0.34	eV
structure (SMILES)	COC[C@H](C)N.COC[C@H](C)N.COCCNCCOC.COCCNCCOC.COCCNCCOC.COCCNCCOC.COCCNCCOC.COCCNCCOC.COCCNCCOC.CCO.CCO.CCO
Kohn-Sham gap	0.322	Ha

Geometry as ORCA input:
```
! wB97M-V def2-TZVPD RIJCOSX def2/J DEFGRID3
* xyz 0 1
H -5.20155 9.60651 2.91524
C 2.48833 -0.42397 0.90218
H -2.89297 3.86218 3.18980
C 4.81133 5.18695 0.07670
C -2.98042 2.87101 3.63481
H 2.42521 -3.90386 6.03467
O -3.59609 8.21701 2.65679
H -6.49361 -0.04206 -1.19921
H 2.42073 3.96428 2.30706
H -1.73221 4.36702 -2.65094
H -3.23158 1.91196 -1.07429
H 2.00221 -4.40821 -0.89940
C 1.31556 2.29276 -3.31285
H -3.23064 -2.08080 3.61922
H -5.34383 -2.13999 1.43377
H -1.34062 1.12193 0.30737
H 5.54255 4.78284 -0.62338
C -3.70816 3.20797 0.67078
N -3.79077 1.95476 1.41196
H 1.43681 4.03160 0.84508
H 3.31962 0.25548 1.09031
H 8.18478 -3.37223 -0.33674
H -1.68194 0.28638 -5.17333
O -1.64270 3.18852 -0.74717
H -7.83831 -2.78170 4.06094
C 0.49537 -0.43451 -0.37623
O 7.90387 -2.76958 0.35572
C -1.46758 4.30796 -1.59520
C -2.66279 -3.00123 3.75505
C -10.26891 1.47164 -0.20261
H -6.44460 -3.54850 3.26635
H 12.77003 -1.84229 -1.62981
O 6.01270 1.60565 -1.78584
H -11.15879 0.84252 -0.18158
C -4.81090 8.87519 2.20766
N 0.87908 -2.57693 5.67551
O -1.28106 -2.70677 4.15560
C -6.11281 -0.27205 0.80817
H -6.30495 -5.33232 -2.66689
C -2.52674 0.96743 -5.07039
H 1.63243 6.21046 -2.89063
H 3.65203 4.80866 -2.51753
C 3.17808 6.47574 -1.21060
C 6.59687 -2.24384 0.26066
H -1.28686 -5.98730 -2.71118
H 8.23841 2.58786 -1.95394
H 3.29122 5.17980 -5.16474
N 9.36942 1.43719 -0.49775
H 0.72568 -6.78786 -2.93551
C 6.84096 1.67613 -0.58425
H -2.22639 1.94719 -5.44182
O 11.61154 -0.11977 -1.34391
C -3.09347 7.16230 1.89396
H 0.55919 7.09240 4.27528
C 3.33213 -2.11299 5.65780
H -10.44976 2.23347 -0.96091
H -5.43048 -3.93683 -0.11278
H 5.91934 -2.31060 2.28138
H -3.24918 0.49934 -5.73902
C 5.36572 -3.58146 5.08196
O 0.63797 4.77108 2.49308
H -1.52949 -0.60776 4.46992
N -0.75444 7.52506 2.58763
H -3.64646 3.63100 -1.41612
C 10.40670 -0.85182 -1.01936
C -0.68589 -4.24284 -4.03423
N -6.57808 -0.80604 -0.54399
H 3.38412 -8.20642 -6.14125
N 2.45559 6.25222 -3.47439
N -0.51879 -6.75605 -4.39103
H -6.73886 -6.11734 -1.19377
H -2.33914 -7.15787 -0.57590
H 4.40601 0.29989 -0.94949
H 2.44602 -6.71197 -6.52432
O 2.12694 3.23654 -4.01610
H -8.00140 -3.46341 2.47203
H -0.13371 0.93370 1.38485
O -3.95076 -6.08140 0.08251
H 0.85825 -1.03104 4.19371
H 3.04180 -1.07431 5.49983
H -2.65462 -0.78923 -0.80530
H 6.68936 -0.80815 2.12104
O 4.60391 -2.24887 5.01481
H 0.68434 -0.54290 5.87026
C 8.20041 2.21801 -0.92931
H -3.85012 5.03254 4.84961
C 1.60444 -4.82281 1.29786
H 10.24951 -1.86619 -1.38602
H -3.97044 1.01799 3.25988
O 0.51665 -4.01743 -3.22639
O 4.29646 6.49204 -0.34777
H -5.20297 0.20668 0.44608
O -1.92644 1.12492 -2.83484
C -2.04210 -1.31362 -0.07186
C 2.49021 -7.79752 -6.61223
H 1.86970 6.15813 -5.47314
O -8.98617 0.82050 -0.33026
H -1.82412 -2.27910 -0.52840
C -7.31509 -2.91055 3.11345
C -3.10446 2.94839 -0.76162
H 10.17844 1.83607 -0.95215
H 6.36391 2.49857 -0.05122
H 0.10381 0.20335 -1.16864
C 1.26713 -4.88230 -0.24901
H 4.83333 -4.21709 4.37440
H 1.36797 -6.06425 -4.41542
H -1.68409 -1.62552 5.90257
C 1.41891 3.80034 1.91011
H -1.91062 -5.81751 0.44459
H -7.41813 -4.58513 -1.56090
H 2.33432 -3.38938 4.28151
N -1.04054 0.58520 1.10861
H 9.07655 0.39630 -2.24417
H -2.20569 6.16506 3.52933
C -3.99264 2.02687 2.84784
H 13.03920 -1.19862 -0.06417
H 5.46264 -4.05144 6.06065
C -6.48255 -5.14240 -1.60836
H -4.94633 2.47633 3.12453
H 1.88513 1.37919 -3.14228
H 1.04963 -5.50675 1.94013
H -2.81519 -1.58428 0.64729
H -8.12731 -1.77920 -1.47683
H -2.86872 1.54290 1.39461
H -3.00216 3.78805 1.26506
C 3.51601 5.88656 -2.60544
H 2.65508 -4.93528 1.56547
H -5.93280 -2.53112 -1.73966
H 2.76455 7.48357 -1.17340
C -4.02522 4.11803 5.41628
H -3.84093 6.37891 1.76867
H 2.42570 -8.60738 -4.20269
O 1.54366 0.34004 0.21403
H -3.67275 4.41175 6.40502
C -7.90666 -1.51905 -0.44158
H 0.83300 4.04817 -5.59305
H -1.40599 -3.44242 -3.86426
H -2.04789 5.09444 -1.11272
H -0.39402 4.49094 -1.54961
C -5.27767 -4.30680 -1.12662
O -7.03791 -1.52237 2.56279
H 0.91189 2.67599 -2.37568
H -1.98880 2.42701 3.54730
H 2.19889 -3.13762 -3.24012
H -3.15640 -3.30537 4.67805
H 2.40725 -8.09037 -7.65887
H 4.07275 1.04039 -2.55084
H 2.74215 -1.42367 0.54963
H -3.36461 -0.05730 -3.56293
C 1.29295 6.09428 2.47590
H 1.42326 6.44002 1.45043
H 10.35747 -1.08676 0.04388
H 1.38201 -3.78663 1.55272
H 8.43533 3.05911 -0.27704
H 5.18476 -0.99325 1.28264
H 5.47787 5.47696 0.88893
C 2.24826 -3.09382 5.32713
H 6.52647 -1.66106 -0.65777
C 0.85802 -6.93681 -4.00714
H 5.86231 -3.00395 -0.00535
H -0.64332 -6.59848 -5.38086
O 1.30393 -8.43169 -5.97964
C 1.27987 -2.99219 -3.80788
C -1.83818 6.50529 2.56120
H 0.81274 -9.14543 -4.08264
C -9.09454 -0.59273 -0.11702
C 1.41924 -8.36670 -4.54506
C -2.62686 -6.63171 0.33430
C -5.93192 -1.31382 1.83338
H 2.38141 5.83848 -0.82680
H 6.37921 -3.59254 4.68095
H -6.86550 0.47154 1.07014
H -2.88898 7.48879 0.87431
H -5.64644 8.21185 1.98414
H -7.98826 -2.41630 0.17191
C 4.60656 1.14625 -1.60642
H -1.07363 8.31003 3.13720
H 1.13406 -5.91307 -0.57752
H 4.00970 1.94419 -1.16465
H -0.27725 -4.28496 -5.04385
H 3.51268 -2.03021 6.72955
H 0.47449 2.00332 -3.94288
N -5.12369 -3.10780 -1.92101
H -3.82430 -5.73272 -1.95299
H -2.64835 -7.22293 1.24978
H -4.40542 -2.56037 -1.46878
C 6.09900 -1.52376 1.54878
H -4.46825 9.44841 1.34620
C 2.34697 5.51387 -4.73474
O -3.34988 2.92753 4.97398
H 8.32099 -0.41073 -0.94955
H -2.06416 1.51802 -1.96991
H 1.47140 -3.06233 -4.87863
H -5.10960 -0.97887 2.46561
H 0.80769 -1.25348 -1.02418
H 0.98054 8.13173 3.02144
C 12.80978 -0.89818 -1.08652
H -2.35669 -5.75344 -3.96633
H -9.42756 -0.64736 0.91942
H -2.74645 -3.76611 2.98299
H 6.88043 0.75663 -0.00025
H 0.88773 -1.99921 -3.58807
H -10.18670 2.11605 0.67264
C -3.90068 -5.17337 -1.02058
H 2.28072 5.97923 2.92219
C -1.13403 -1.49120 4.97118
H 0.99564 2.81859 2.12250
H 2.06039 -0.63345 1.88253
C 0.49770 7.16910 3.18972
H -4.58619 3.84159 0.54550
H 13.67238 -0.33524 -1.44307
H -0.23579 -1.33452 1.25089
H 4.12353 4.44342 0.47944
C 0.42796 -1.32173 5.15207
H 4.43852 6.30151 -3.01151
H -3.06060 -4.50464 -0.83303
H -3.96898 1.56287 -3.45955
C -3.06386 0.98664 -3.65145
H 0.47242 4.46349 -4.10418
C 9.24433 0.10850 -1.20633
C -1.29077 -5.67048 -3.75411
C -0.72827 -0.69043 0.52240
H -1.35792 5.66636 2.05756
H 0.25410 -3.11628 5.09361
O 0.05995 -4.24373 -0.70382
H -9.94350 -0.94453 -0.70319
C 1.38007 4.28126 -4.67955
H 0.13389 -4.16501 -1.65772
H -5.11455 4.08203 5.40346
*
```

---

# 2
This record from the Open Molecules 2025 dataset describes a molecular structure, C22H26AsN6O10PS2Ti at a distorted geometry. The level of theory is ωB97M-V/def2-TZVPD.

Output
HOMO	-0.2998	Eh
LUMO	-1.16	eV
Kohn-Sham gap	0.257	Ha

Geometry as ORCA input:
```
! wB97M-V def2-TZVPD RIJCOSX def2/J DEFGRID3
* xyz 0 1
O 2.71703 -2.00946 -1.43583
N 0.85760 1.91419 -1.77042
As 3.48156 -0.94026 -0.24151
O 1.38051 -0.12127 3.77029
H 1.13833 3.51638 -5.24157
C 0.20032 -0.22518 -2.62944
C -1.32261 2.73471 0.05207
C 1.07680 3.05982 -4.26121
C -3.74597 -0.53245 1.72298
C 3.38376 -4.11787 3.25077
H -2.49096 0.34403 -1.54329
C 0.72341 1.72433 -4.13454
H 4.52130 -3.60103 0.08054
H 0.60270 -0.95676 -4.58639
O -0.37531 4.05274 1.78101
H -2.48138 -4.00986 -0.90398
H 0.50791 1.12403 -5.00652
C -2.71579 4.84790 -0.48376
S -2.84134 -1.57083 -2.07772
N -1.28064 1.47104 -0.34539
H -1.06337 -1.24751 -4.01726
H -4.20036 -0.77555 2.68715
C 4.00933 -4.37227 2.03616
Ti 0.81471 0.66210 0.08344
O 5.00251 -0.77879 -0.78240
S 2.00757 -0.39862 2.52216
O -1.90837 5.67884 -0.76818
H 1.43467 3.72333 -0.98057
N 0.07052 -0.54322 -1.37757
C -2.42018 3.38869 -0.51728
H -3.89582 2.45521 -1.92705
C 1.34582 3.80235 -3.12633
H -2.22323 1.74980 2.90122
C -1.85696 0.77872 3.24412
H 4.50064 -5.32419 1.87814
C -1.55243 -1.97792 2.81753
H -4.12332 0.44057 1.39218
C 0.62719 1.17132 -2.87007
H -4.04030 -1.27817 0.98064
O -3.98345 5.18769 -0.17012
H -2.46431 -2.43072 3.20601
H -4.49808 4.41021 0.07511
H -0.85131 -3.95813 -0.33103
H 3.40317 -4.86769 4.03090
N -1.56437 -3.60476 -0.94984
O 2.48506 0.47412 -0.55405
H -2.47043 0.44401 4.08442
C -3.02621 2.41452 -1.28805
H -0.83015 0.89805 3.58788
N -0.37716 -1.70274 -0.89557
H 3.22898 -1.87134 -2.24552
H -1.03997 -2.69782 2.17413
H 2.27532 -2.67135 4.42375
C 1.23549 3.18263 -1.89668
C 3.38346 -2.21705 1.23845
O 3.01381 0.52220 2.05446
P -1.90941 -0.44003 1.85706
C 2.77255 -1.96432 2.47142
O 0.96879 -0.64089 1.38451
H 0.26088 -2.19114 -3.35299
C -0.29252 3.10487 1.06732
H -0.87923 -1.72880 3.63965
N -2.30019 1.28813 -1.16741
C 4.01933 -3.42286 1.01946
C -1.47949 -2.29395 -1.30598
O 0.68459 2.17670 1.09483
H 1.62811 4.84495 -3.18423
C 2.75473 -2.90216 3.48029
C -0.01386 -1.20119 -3.72033
*
```

---

# 3
This record from the Open Molecules 2025 dataset describes 2 unconnected molecules or ions with the total composition C2H4NP at a distorted geometry. The level of theory is ωB97M-V/def2-TZVPD.

Output
HOMO	-0.3681	Eh
LUMO	0.12	eV
structure (SMILES)	C#P.C=N
Kohn-Sham gap	0.373	Ha

Geometry as ORCA input:
```
! wB97M-V def2-TZVPD RIJCOSX def2/J DEFGRID3
* xyz 0 1
H -1.40431 -1.12070 1.02601
P -3.09897 0.26088 -0.24774
H 1.21444 -0.23034 0.95879
C -1.89395 -0.35014 0.47643
H 0.29087 1.25638 -0.75464
H 2.33404 -0.54843 -0.39144
N 1.12584 0.76938 -0.97767
C 1.43205 -0.03702 -0.08974
*
```

---

Q: The lowest LUMO belongs to which entry?
A: C22H26AsN6O10PS2Ti

---

Q: What is the LUMO in the second record?
A: -1.16 eV